Computed, not measured: a 2-piece molecular cluster, Cl2OS overall, with ωB97M-V/def2-TZVPD.

## Properties
energy relative to the best compared isomer or geometry (same formula, charge and spin)	47.94	kcal/mol
calculated total energy	-37925.1116	eV
lowest unoccupied orbital energy (spin up / spin down)	-3.908 / -2.124	eV
orbital gap (spin up / spin down)	0.2124 / 0.3551	Ha

Each line ends with the Mulliken charge.
Geometry (Å):
Cl1 -2.64453 -0.33784 -0.05490  -0.1129
Cl2 1.49003 -1.31033 -0.17516  -0.0794
S1 0.55741 0.31075 0.61292  0.4700
O1 0.59709 1.33742 -0.38286  -0.2777